(1)
{"formula": "C4H14N2O2", "method": "ωB97M-V with the def2-TZVPD basis set", "symbols": ["C", "C", "C", "N", "C", "N", "H", "H", "H", "H", "H", "H", "H", "H", "H", "H", "O", "H", "H", "O", "H", "H"], "xyz": [[-1.4819, 1.6615, 0.8605], [-1.9578, 0.1990, 0.7994], [-1.0240, -0.7683, 0.1027], [-1.4113, -1.2109, -1.1395], [0.0916, -1.1233, 0.7860], [1.0575, -1.9003, 0.0959], [-0.6132, 2.0014, -0.0211], [-1.0137, 2.0407, 1.8227], [-2.2374, 2.4224, 0.6079], [-2.9314, 0.0508, 0.3921], [-2.1036, -0.1036, 1.8809], [-1.5592, -0.3112, -1.7193], [-0.6713, -1.6440, -1.6284], [0.3444, -0.9946, 1.8510], [0.5873, -2.5376, -0.5159], [1.8741, -1.4250, -0.3672], [1.5425, 1.3449, -0.2286], [1.3487, 0.3657, 0.0938], [0.8441, 1.9062, -0.1483], [3.1352, -0.3412, -1.1213], [2.8409, -0.0375, -1.9352], [3.3388, 0.4046, -0.4679]], "atomic_forces_ev_per_a": [[2.384, 2.550, -2.119], [0.351, -0.307, 1.787], [0.751, 0.879, 3.825], [-0.834, 3.001, -1.872], [0.152, -0.427, -1.238], [1.160, -0.507, -0.089], [-2.972, -1.364, 2.398], [-0.518, -0.998, -1.029], [-0.193, -0.552, 0.273], [-0.858, 0.469, -0.578], [0.350, 0.050, -1.134], [-0.312, -1.862, 0.905], [1.010, -0.844, -0.473], [-0.749, 0.561, -0.601], [0.369, -0.432, -0.378], [-1.127, -0.649, 0.596], [3.553, -4.519, 0.202], [-0.388, 3.479, -0.913], [-2.923, 1.790, 0.817], [2.252, -0.680, 3.669], [-0.783, 1.574, -1.950], [-0.676, -1.210, -2.096]], "lowdin_charge": [-0.10, -0.21, -0.41, 0.10, -0.20, 0.00, 0.12, 0.09, 0.05, 0.09, 0.13, 0.14, 0.05, 0.13, 0.05, 0.05, -0.09, 0.07, -0.08, -0.08, 0.01, 0.10], "total_energy_ev": -11447.8019, "smiles": "CC/C(N)=C/N.O.O", "homo_ev": -7.86}

(2)
{"formula": "C22H47NO14P2S3", "method": "ωB97M-V with the def2-TZVPD basis set", "symbols": ["C", "O", "P", "O", "O", "C", "O", "C", "H", "H", "H", "H", "H", "H", "H", "H", "H", "C", "O", "P", "O", "O", "C", "O", "C", "H", "H", "H", "H", "H", "H", "H", "H", "H", "O", "S", "O", "C", "C", "C", "C", "H", "H", "H", "H", "H", "H", "H", "H", "O", "S", "O", "C", "C", "C", "C", "H", "H", "H", "H", "H", "H", "H", "H", "O", "S", "O", "C", "C", "C", "C", "H", "H", "H", "H", "H", "H", "H", "H", "C", "C", "C", "N", "C", "H", "H", "H", "H", "H"], "xyz": [[0.9636, 3.9888, 3.1268], [1.6432, 2.7791, 2.8904], [3.2129, 2.6694, 2.6352], [3.6954, 3.0639, 1.3049], [3.7762, 3.6010, 3.8185], [5.0814, 4.1671, 3.7504], [3.6988, 1.2057, 3.0647], [2.7818, 0.2228, 3.4981], [0.1553, 4.0754, 2.3990], [1.5045, 4.9245, 2.9485], [0.5870, 4.0806, 4.1430], [5.5783, 3.8989, 4.6909], [4.9736, 5.2511, 3.7497], [5.7106, 3.7417, 2.9703], [3.0044, -0.0836, 4.5277], [2.8054, -0.7341, 2.9705], [1.7272, 0.4972, 3.5488], [-5.0516, -2.3597, 0.4107], [-4.4999, -1.1858, -0.1367], [-4.0305, 0.1261, 0.7006], [-3.4348, 1.0704, -0.2353], [-5.3157, 0.6149, 1.4627], [-6.2004, 1.5919, 0.9315], [-3.1250, -0.4458, 1.8863], [-3.6481, -1.2779, 2.8952], [-5.7325, -2.7995, -0.3229], [-5.7499, -2.1920, 1.2378], [-4.2705, -3.0650, 0.6815], [-6.3192, 2.4289, 1.6176], [-7.2062, 1.1574, 0.9242], [-5.9868, 1.8865, -0.0918], [-3.3964, -0.8539, 3.8755], [-3.3938, -2.3331, 2.8971], [-4.7336, -1.1876, 3.0329], [-1.4746, -7.9856, 0.0027], [-1.1187, -6.5945, 0.3138], [-0.1186, -6.3033, 1.3096], [-0.7922, -5.8360, -1.3454], [-1.9687, -4.8617, -1.5309], [-3.1880, -5.4972, -0.8352], [-2.7362, -5.7349, 0.6178], [-0.7728, -6.6978, -2.0008], [0.1184, -5.2626, -1.1887], [-1.7201, -3.8781, -1.1321], [-2.0524, -4.6415, -2.5971], [-3.5129, -6.3801, -1.3829], [-4.0166, -4.7891, -0.8520], [-3.4424, -6.3629, 1.1505], [-2.5689, -4.7524, 1.0554], [-0.2794, -1.8810, 1.0016], [-0.0669, -1.3413, -0.3231], [-0.6965, -1.9031, -1.5064], [-0.3033, 0.4699, -0.1966], [0.9674, 1.0626, -0.8204], [2.0690, 0.2254, -0.2933], [1.7218, -1.2157, -0.6289], [-0.2924, 0.6034, 0.8873], [-1.2009, 0.9589, -0.5638], [0.8954, 1.0998, -1.9099], [1.0804, 2.1065, -0.5159], [2.2788, 0.3535, 0.7715], [3.0202, 0.5453, -0.7321], [2.2146, -2.0227, -0.0891], [1.9112, -1.3880, -1.6896], [-0.1459, 2.3630, -6.3721], [-0.0521, 3.0076, -5.0811], [1.1200, 2.8551, -4.2517], [-0.3823, 4.8000, -5.2625], [-1.6357, 5.0914, -4.4153], [-2.4225, 3.7743, -4.2998], [-1.4526, 2.6102, -4.0049], [-0.5046, 4.9278, -6.3380], [0.5315, 5.3184, -4.9855], [-1.3654, 5.4447, -3.4100], [-2.2815, 5.9538, -4.5980], [-2.9012, 3.5675, -5.2628], [-3.2641, 3.7173, -3.6096], [-1.7194, 1.5890, -4.2657], [-1.0865, 2.6829, -2.9841], [6.7038, 0.3126, 0.9023], [7.0306, -0.8146, 1.7161], [6.7494, -1.9415, 0.9680], [6.1843, -1.5303, -0.2181], [6.1250, -0.1647, -0.2337], [6.8583, 1.3573, 1.1142], [7.3225, -0.8732, 2.7513], [6.6024, -2.9860, 1.1940], [5.6790, -2.0826, -0.8841], [5.5470, 0.3989, -0.9488]], "atomic_forces_ev_per_a": [[-0.679, 1.546, -0.507], [0.914, -0.899, 0.150], [0.984, 1.029, 0.165], [-0.318, -0.265, 0.381], [-0.611, -0.508, -0.611], [0.460, -0.219, 1.153], [-1.263, 0.478, -0.583], [-0.786, -1.613, 1.586], [-0.247, -0.410, 0.242], [0.752, -0.492, -0.006], [-0.037, -0.518, 0.051], [-0.105, 0.096, -0.073], [0.212, -0.070, -0.492], [-0.336, 0.354, -0.388], [0.331, 0.369, -0.038], [0.504, 0.441, -0.687], [0.181, 0.589, -0.417], [-1.079, -0.352, 0.038], [0.289, 1.208, 0.320], [-0.168, -2.021, -0.687], [0.258, 0.221, 0.401], [0.035, 0.208, 0.417], [-1.547, -0.181, 0.035], [-0.080, 0.395, -0.996], [-1.370, 0.582, 2.326], [0.510, -0.061, -0.366], [0.482, 0.293, 0.285], [-0.007, -0.038, 0.089], [0.676, 0.162, -0.111], [0.164, -0.238, -0.131], [0.455, 0.147, 0.125], [0.869, -0.133, -0.261], [0.482, 0.107, -0.647], [-0.021, -0.176, -0.866], [0.395, 1.117, 0.603], [-1.296, -1.147, -0.761], [-0.197, 0.117, -0.238], [-0.382, 0.844, 2.017], [0.346, -0.383, -0.533], [0.122, 1.014, -0.350], [0.472, -0.258, -1.469], [0.247, 0.162, -0.254], [0.347, -0.400, -0.532], [-0.036, -0.206, 0.429], [-0.523, -0.309, -0.044], [0.081, -0.279, 0.333], [-0.105, -0.047, 0.027], [0.360, -0.127, 0.357], [0.151, -0.166, 0.397], [-0.200, -0.435, -0.347], [0.242, 1.230, -0.617], [0.024, 0.000, 0.680], [0.391, 0.301, 0.080], [-1.272, 0.898, 0.516], [2.113, -0.359, 0.042], [-0.047, -0.293, -0.312], [0.084, 0.123, 0.003], [-0.342, -0.847, -0.261], [0.168, -0.358, -0.025], [-0.005, -0.053, 0.099], [-0.577, 0.067, 0.080], [-0.028, -0.358, -0.179], [-0.003, 0.220, 0.325], [-0.362, -0.036, -0.058], [-0.100, 0.221, 0.498], [0.119, 0.373, 0.880], [0.397, -0.165, -0.362], [-0.405, -0.174, -0.467], [0.003, 0.028, 1.643], [-0.672, -1.103, -0.721], [0.345, 1.041, -0.731], [-0.322, 0.112, 0.029], [-0.088, -0.001, 0.293], [0.645, -0.705, 0.108], [0.056, -0.267, -1.366], [0.132, 0.048, -0.148], [0.231, 0.563, 0.334], [-0.491, 0.120, 0.078], [0.135, -0.165, 0.015], [0.013, -0.127, 0.589], [0.083, -0.770, -0.521], [-1.161, 0.086, -0.132], [-0.207, 0.770, 0.091], [-0.129, 0.267, -0.158], [-0.168, -0.013, 0.185], [0.358, 0.302, -0.074], [0.602, 0.015, 0.348], [0.185, -0.349, 0.064], [0.366, -0.171, -0.381]], "lowdin_charge": [-0.11, -0.22, 0.40, -0.23, -0.23, -0.09, -0.18, -0.13, 0.09, 0.09, 0.09, 0.09, 0.09, 0.08, 0.09, 0.09, 0.08, -0.12, -0.20, 0.40, -0.22, -0.21, -0.08, -0.19, -0.13, 0.09, 0.09, 0.07, 0.09, 0.09, 0.09, 0.10, 0.09, 0.08, -0.36, 0.70, -0.33, -0.19, -0.22, -0.23, -0.20, 0.10, 0.09, 0.07, 0.12, 0.12, 0.09, 0.10, 0.09, -0.34, 0.69, -0.34, -0.20, -0.22, -0.24, -0.20, 0.10, 0.07, 0.11, 0.12, 0.10, 0.11, 0.10, 0.11, -0.32, 0.67, -0.34, -0.20, -0.21, -0.22, -0.21, 0.10, 0.10, 0.11, 0.11, 0.11, 0.11, 0.11, 0.09, -0.11, -0.10, -0.14, 0.00, -0.16, 0.09, 0.09, 0.10, 0.14, 0.10], "total_energy_ev": -104816.2202, "smiles": "COP(=O)(OC)OC.COP(=O)(OC)OC.O=S1(=O)CCCC1.O=S1(=O)CCCC1.O=S1(=O)CCCC1.c1cc[nH]c1", "homo_ev": -8.11}

(3)
{"formula": "C9H14O", "method": "ωB97M-V with the def2-TZVPD basis set", "symbols": ["C", "C", "C", "C", "C", "O", "C", "C", "H", "H", "H", "H", "H", "H", "H", "H", "C", "C", "H", "H", "H", "H", "H", "H"], "xyz": [[0.9744, -2.1823, 1.5152], [0.2970, -1.3521, 0.5044], [-0.6453, -0.4505, 1.0044], [-1.4993, 0.2468, 0.1021], [-1.2424, 0.1401, -1.2830], [-1.9153, 0.9235, -2.1705], [-0.3999, -0.8641, -1.7100], [0.4930, -1.5598, -0.8565], [0.3922, -2.2749, 2.4514], [1.9853, -1.7404, 1.7661], [1.3238, -3.1871, 1.1537], [-0.7114, -0.3481, 2.0046], [-2.1467, 0.9510, 0.5271], [-2.2827, 0.4613, -2.9357], [-0.3654, -1.3111, -2.6782], [1.0031, -2.3975, -1.1905], [1.5538, 2.4576, 1.8678], [1.5686, 1.8648, 0.4012], [0.6806, 2.9585, 2.2826], [1.5157, 1.5886, 2.4920], [2.4393, 3.1685, 2.0152], [1.4259, 2.5167, -0.2114], [2.5983, 1.2982, 0.3825], [0.8649, 1.1257, 0.0308]], "atomic_forces_ev_per_a": [[2.609, -0.835, 0.877], [-0.183, -0.207, 0.444], [-0.657, -0.221, -5.170], [2.789, -0.776, 0.067], [-0.815, -0.892, 0.866], [-0.724, 0.632, -0.046], [2.095, -1.338, 0.502], [-3.575, 2.153, 1.121], [0.386, -0.101, -0.539], [-1.000, -0.090, 0.114], [-0.889, 0.668, 0.200], [-0.543, 0.429, 3.170], [-1.120, 0.961, 0.104], [0.402, -0.202, 0.283], [-0.312, 0.748, -1.147], [1.204, -1.214, -0.721], [0.066, -0.080, -0.757], [3.206, -7.457, 7.517], [-0.409, 0.524, -0.914], [1.048, -0.478, 0.861], [-1.103, -1.402, -0.038], [-0.415, 8.006, -7.354], [-1.745, 1.429, -0.626], [-0.313, -0.257, 1.187]], "lowdin_charge": [-0.07, -0.32, -0.05, 0.02, -0.34, 0.04, -0.02, -0.02, 0.08, 0.09, 0.09, 0.07, 0.10, 0.11, 0.10, 0.09, -0.13, -0.11, 0.05, 0.03, 0.09, -0.06, 0.12, 0.03], "total_energy_ev": -11605.0405, "smiles": "Cc1ccc(O)cc1.CC", "homo_ev": -8.51}

Going through the records in order, we get lowest unoccupied orbital energy values of 0.73; 0.35; 0.85 eV.